7
Properties=species:S:1:pos:R:3 method="wB97M-V/def2-TZVPD" total_charge=0 orbital_gap_ev=9.57 multiplicity=1
C 0.450 0.610 0.654
C -0.302 -0.353 -0.267
O 0.092 0.958 1.731
F 0.818 -0.713 -1.461
I -0.965 -2.196 0.422
I -1.523 0.954 -1.363
H 1.430 0.740 0.283

7
Properties=species:S:1:pos:R:3 method="wB97M-V/def2-TZVPD" total_charge=0 orbital_gap_ev=10.89 multiplicity=1
C 2.161 -0.470 -1.304
N 1.417 0.301 -0.800
O 0.545 0.815 -0.221
H 2.976 -0.593 -1.915
N -2.938 -0.726 0.696
C -2.438 -0.010 1.418
F -1.722 0.683 2.127

8
Properties=species:S:1:pos:R:3 method="wB97M-V/def2-TZVPD" total_charge=0 orbital_gap_ev=8.64 multiplicity=1
C -0.570 -0.021 0.509
C 2.251 0.535 0.443
N -1.473 -0.306 -0.292
N -1.840 -0.304 -1.454
O 2.192 1.678 0.177
O 2.326 -0.601 0.658
F -0.624 0.166 1.786
H -2.263 -1.146 -1.826

It is found that the ΔE to the lowest compared entry with this formula, charge and spin values, taken in the order of the records, are 76.2, 351.8, 319.9 kJ/mol.
It is found that the HOMO values, taken in the order of the records, are -10.25, -10.33, -9.37 eV.